1.
C44H51B2F5N10O13RbS | ωB97M-V/def2-TZVPD

Summary:
**Kohn-Sham gap**: 4.96 eV
**Net charge**: -1

Cartesian coordinates (Å):
Rb  -0.3408  1.3557  -1.3901
C  -2.9357  5.3635  -4.0972
C  -1.9000  4.2988  -3.9118
N  -1.5704  3.7116  -2.8258
O  -2.2971  3.8791  -1.7262
B  -3.8006  3.5852  -1.6894
F  -4.2789  3.2212  -2.9542
F  -4.4470  4.7176  -1.2156
O  -3.9822  2.5394  -0.6818
N  -3.7189  1.2018  -0.7695
C  -3.4506  0.5250  -1.8217
C  -3.3597  -0.9749  -1.5775
C  -3.3460  0.8057  -3.2997
N  -2.2238  1.1291  -3.8019
O  -2.2979  1.1654  -5.2009
B  -1.1112  0.7585  -5.9209
F  -1.4368  0.6393  -7.2601
F  -0.4258  -0.3174  -5.4091
O  -0.0005  1.9437  -5.9122
N  -0.2474  2.8634  -5.0055
C  -1.2548  3.6793  -5.0775
C  -1.9028  3.8293  -6.4105
C  -4.5563  0.4585  -4.1226
H  -3.2704  5.7117  -3.1233
H  -3.8069  4.9929  -4.6364
H  -2.5078  6.2039  -4.6494
H  -2.8830  -1.1598  -0.6160
H  -2.7742  -1.4630  -2.3547
H  -4.3655  -1.4086  -1.5672
H  -1.2823  3.4071  -7.1941
H  -2.0924  4.8885  -6.5889
H  -2.8563  3.2987  -6.4085
H  -5.3514  0.0635  -3.4931
H  -4.2866  -0.2672  -4.8897
H  -4.9130  1.3588  -4.6232
O  0.5564  2.7493  -3.8865
C  1.8136  3.3387  -4.1337
C  1.8664  4.6563  -4.5477
C  3.0901  5.2751  -4.7191
C  4.2540  4.5642  -4.4574
C  4.1800  3.2486  -4.0399
C  2.9559  2.5982  -3.8736
C  2.9954  1.1915  -3.4252
N  4.0885  0.6464  -2.9307
C  3.7924  -0.6820  -2.7547
C  2.5108  -0.9391  -3.1452
N  2.0092  0.2639  -3.5578
H  0.9456  5.2021  -4.7086
H  3.1325  6.3086  -5.0388
H  5.2207  5.0382  -4.5744
H  5.0744  2.6791  -3.8271
H  4.5194  -1.3704  -2.3526
H  1.9186  -1.8360  -3.1844
H  1.0667  0.3774  -3.9085
F  1.8090  -0.1590  4.8224
C  1.7437  -1.1017  3.8498
C  1.0882  -0.8404  2.6860
C  0.9654  -1.8536  1.7404
C  0.1442  -1.5645  0.5445
O  -0.5545  -0.5660  0.5486
C  0.2256  -2.5457  -0.5170
C  0.8319  -3.7203  -0.2554
N  1.4829  -4.0430  0.9223
C  2.0617  -5.3458  1.0924
C  2.8335  -5.9401  -0.0406
C  3.5553  -5.4797  1.1914
C  1.5606  -3.1021  1.9377
C  2.2097  -3.3537  3.1572
C  2.3034  -2.3515  4.1059
N  2.9343  -2.6246  5.3713
C  3.9741  -1.6820  5.7596
C  4.7403  -2.2536  6.9332
N  3.7500  -2.4399  8.0578
C  2.6490  -3.3902  7.6551
C  1.9601  -2.8118  6.4359
C  -0.3382  -2.2976  -1.9309
O  -0.6780  -3.3166  -2.5537
O  -0.3304  -1.0943  -2.2829
H  0.6561  0.1334  2.4817
H  0.8166  -4.4906  -1.0152
H  1.4702  -6.0252  1.6992
H  2.9442  -5.3339  -0.9292
H  2.7266  -6.9988  -0.2297
H  4.1427  -4.5737  1.1204
H  3.9476  -6.2249  1.8722
H  2.6678  -4.3114  3.3652
H  3.5779  -0.6966  6.0408
H  4.6524  -1.5279  4.9222
H  5.5264  -1.5875  7.2817
H  5.1487  -3.2348  6.7020
H  3.3247  -1.5292  8.2472
H  4.2106  -2.7482  8.9113
H  1.9751  -3.5081  8.5006
H  3.1250  -4.3379  7.4152
H  1.4612  -1.8666  6.7115
H  1.1887  -3.5029  6.1016
C  -2.5230  -4.3982  1.9113
C  -2.8576  -2.9791  2.2926
C  -3.7221  -2.2163  1.5154
C  -4.0244  -0.9059  1.8545
C  -3.4574  -0.3531  2.9924
C  -2.5852  -1.0925  3.7822
C  -2.2915  -2.3994  3.4265
S  -3.8559  1.3171  3.4453
O  -3.3863  1.4704  4.7971
O  -5.2343  1.5407  3.1215
N  -2.9645  2.2722  2.4909
C  -1.5038  2.0120  2.4938
C  -0.6767  3.2365  2.1322
C  0.7915  2.7814  2.0221
O  1.5113  2.8994  3.0249
O  1.0968  2.2223  0.9164
H  -3.1661  -4.7523  1.1060
H  -2.6366  -5.0707  2.7646
H  -1.4900  -4.4716  1.5623
H  -4.1519  -2.6505  0.6197
H  -4.6753  -0.3026  1.2337
H  -2.1560  -0.6330  4.6639
H  -1.6017  -2.9815  4.0322
H  -3.3827  2.3787  1.5629
H  -1.2726  1.1922  1.8116
H  -1.2406  1.7088  3.5083
H  -0.7774  3.9939  2.9081
H  -1.0064  3.6461  1.1737
O  2.5850  3.4629  -1.0032
H  2.0956  3.1034  -0.2297
H  3.3600  2.8962  -1.0711

2.
C44H51HfNP2Si | ωB97M-V/def2-TZVPD

Summary:
**Kohn-Sham gap**: 6.06 eV
**Net charge**: +2
**ΔE to the lowest compared entry with this formula, charge and spin**: 67.7 kcal/mol

Cartesian coordinates (Å):
Hf  0.1389  -0.1490  1.1948
C  2.8423  -0.6674  -2.7952
C  2.0245  0.2785  -3.2624
C  1.4210  0.3127  -4.6283
C  1.0637  -1.0612  -5.2703
C  0.6507  -2.1812  -4.3696
C  1.4870  -3.0974  -3.8538
C  2.9800  -3.0280  -3.8121
C  3.5587  -1.5999  -3.7476
C  -1.9638  -1.0063  1.8374
H  3.1256  -0.7395  -1.7527
H  1.8572  1.2009  -2.7092
H  2.1108  0.8062  -5.3390
H  0.5136  0.9291  -4.5936
H  0.2152  -0.8630  -5.9475
H  1.9157  -1.3494  -5.9159
H  -0.4275  -2.3914  -4.3840
H  1.1179  -4.1011  -3.5947
H  3.4214  -3.5100  -4.7091
H  3.3258  -3.6077  -2.9409
H  4.6078  -1.7041  -3.4217
H  3.5812  -1.1820  -4.7660
H  -1.6797  -1.3024  2.8704
H  -2.7092  -1.7463  1.5163
H  -2.5324  -0.0588  1.9092
P  -0.0848  1.3880  -0.6247
P  -1.2796  -1.8118  -0.3518
C  -0.5854  0.3616  -2.0031
C  -0.8849  -0.9658  -1.8894
C  -0.3882  3.0983  -0.9832
C  0.0401  3.6367  -2.2028
C  -0.2021  4.9873  -2.4593
C  -0.8620  5.7642  -1.4985
C  -1.2681  5.2185  -0.2689
C  -1.0314  3.8770  -0.0034
C  1.8306  1.1631  -0.3763
C  2.3318  0.0102  0.3322
C  3.7279  -0.0780  0.5734
C  4.5628  0.9655  0.2011
C  4.0671  2.0965  -0.4520
C  2.7068  2.2177  -0.7244
C  -3.0163  -2.2815  -0.7365
C  -3.9324  -1.2477  -1.0099
C  -5.2798  -1.5380  -1.2256
C  -5.7204  -2.8662  -1.1966
C  -4.8105  -3.8994  -0.9482
C  -3.4586  -3.6157  -0.7251
C  -0.3851  -3.3792  -0.0118
C  -0.3952  -4.0050  1.2436
C  0.3569  -5.1657  1.4347
C  1.1030  -5.7076  0.3798
C  1.1302  -5.0649  -0.8643
C  0.4047  -3.8944  -1.0408
H  -0.7582  0.9158  -2.9402
H  -1.1402  -1.5480  -2.7847
H  0.5721  3.0143  -2.9189
H  0.1296  5.4121  -3.4071
H  -1.0623  6.8118  -1.7069
H  -1.7737  5.8334  0.4863
H  -1.3127  3.4186  0.9531
H  1.7536  -1.0040  0.5247
H  4.0997  -0.9829  1.0576
H  5.6336  0.9134  0.4166
H  4.7408  2.8920  -0.7681
H  2.3148  3.1035  -1.2341
H  -3.5815  -0.2144  -1.0675
H  -5.9815  -0.7264  -1.4195
H  -6.7716  -3.0925  -1.3737
H  -5.1502  -4.9365  -0.9276
H  -2.7496  -4.4287  -0.5564
H  -0.9663  -3.5572  2.0612
H  0.3611  -5.6486  2.4145
H  1.6773  -6.6220  0.5291
H  1.7198  -5.4728  -1.6861
H  0.4351  -3.3225  -1.9659
C  2.1042  2.8094  2.3775
Si  0.7312  2.3902  3.5318
C  1.4879  1.9200  5.1679
C  -0.1801  4.0040  3.7776
N  -0.2732  1.0744  2.8884
C  -1.3685  1.0926  3.8338
C  -1.2975  0.3096  5.0053
C  -2.3684  0.3082  5.9009
C  -3.5028  1.0863  5.6674
C  -3.5584  1.8876  4.5242
C  -2.5053  1.9041  3.6053
H  2.6570  3.6374  2.8397
H  1.7551  3.1572  1.4040
H  2.7981  1.9861  2.2199
H  2.2992  2.6345  5.3806
H  0.7685  1.9681  5.9965
H  1.9260  0.9132  5.1392
H  -0.5446  4.4327  2.8393
H  -1.0210  3.9534  4.4781
H  0.5426  4.7187  4.1968
H  -0.3820  -0.2568  5.1992
H  -2.3058  -0.2965  6.8011
H  -4.3237  1.0972  6.3880
H  -4.4287  2.5128  4.3442
H  -2.5227  2.5519  2.7244

3.
C44H51NO5PS2SiZn | ωB97M-V/def2-TZVPD

Summary:
**Kohn-Sham gap**: 7.80 eV
**Net charge**: -1
**ΔE to the lowest compared entry with this formula, charge and spin**: 28.5 kcal/mol

Cartesian coordinates (Å):
Zn  0.7295  -0.8985  -0.3692
O  -2.1999  -2.7020  1.2772
C  -1.9047  -2.4174  0.1223
O  -0.7293  -2.1745  -0.3337
C  -2.9962  -2.3659  -0.9289
C  -4.2875  -2.6473  -0.4983
C  -5.3552  -2.6309  -1.3812
C  -5.1241  -2.3132  -2.7110
C  -3.8360  -2.0306  -3.1462
C  -2.7460  -2.0631  -2.2727
P  -1.0212  -1.6961  -2.8473
C  -0.2838  -3.3781  -3.0196
C  -0.8012  -4.5212  -2.4229
C  -0.1711  -5.7508  -2.5797
C  0.9889  -5.8541  -3.3353
C  1.5165  -4.7168  -3.9335
C  0.8845  -3.4933  -3.7753
C  -1.2941  -1.3438  -4.6441
C  -1.2493  -0.0001  -5.0152
C  -1.4151  0.3853  -6.3424
C  -1.6254  -0.5768  -7.3189
C  -1.6759  -1.9206  -6.9626
C  -1.5099  -2.2989  -5.6382
H  -4.4234  -2.8765  0.5501
H  -6.3565  -2.8619  -1.0379
H  -5.9444  -2.2885  -3.4184
H  -3.6865  -1.7835  -4.1860
H  -1.7001  -4.4634  -1.8210
H  -0.5874  -6.6288  -2.0997
H  1.4790  -6.8125  -3.4559
H  2.4286  -4.7796  -4.5156
H  1.3097  -2.6132  -4.2420
H  -1.0768  0.7500  -4.2504
H  -1.3753  1.4337  -6.6110
H  -1.7419  -0.2832  -8.3557
H  -1.8480  -2.6751  -7.7203
H  -1.5457  -3.3493  -5.3712
S  4.5698  0.2137  3.9598
C  4.6235  0.1733  2.1526
C  3.1855  -0.1991  1.6643
N  2.3793  -0.6765  2.7820
C  2.9451  -0.5223  3.8976
H  5.0366  1.1000  1.7623
H  2.6256  0.5619  1.1163
H  2.4802  -0.8074  4.8386
C  6.3611  -0.9912  0.6012
C  5.1662  -1.1315  1.4908
C  3.7906  -1.3362  0.7936
C  3.7379  -1.0634  -0.6912
C  2.4921  -1.0573  -1.3127
C  2.4734  -0.8507  -2.6974
C  3.6419  -0.6761  -3.4373
C  4.8664  -0.6803  -2.7866
C  4.9213  -0.8689  -1.4050
C  6.2282  -0.8534  -0.7164
H  7.3428  -0.9741  1.0655
H  5.3444  -1.8779  2.2652
H  3.3255  -2.3024  0.9921
H  1.5231  -0.8089  -3.2248
H  3.5888  -0.5205  -4.5103
H  5.7904  -0.5434  -3.3406
H  7.1072  -0.7177  -1.3407
C  1.8988  4.4249  2.3682
C  1.2159  3.6080  3.4592
C  0.1517  4.4519  4.1667
C  2.2380  3.1332  4.4861
O  0.6824  2.4238  2.8747
Si  -0.5155  2.0651  1.8060
S  0.2841  1.3393  0.0250
O  -1.2755  3.4935  1.4657
C  -2.5724  3.7770  0.9349
C  -3.0489  2.7092  -0.0472
C  -2.4480  5.1194  0.2299
C  -3.5463  3.8763  2.1075
O  -1.6114  1.0799  2.5198
C  -1.6032  0.3059  3.7283
C  -2.9165  -0.4599  3.7351
C  -1.5401  1.2371  4.9379
C  -0.4062  -0.6381  3.7272
H  2.3567  5.3228  2.7927
H  1.1691  4.7208  1.6098
H  2.6736  3.8248  1.8850
H  0.6140  5.3597  4.5644
H  -0.2889  3.8946  4.9971
H  -0.6405  4.7311  3.4741
H  2.5891  3.9755  5.0876
H  3.1002  2.6719  3.9908
H  1.7806  2.3961  5.1488
H  -2.3222  2.5771  -0.8498
H  -4.0113  3.0071  -0.4732
H  -3.1681  1.7454  0.4559
H  -1.8300  5.0181  -0.6653
H  -1.9727  5.8427  0.8967
H  -3.4331  5.4960  -0.0581
H  -3.5072  2.9518  2.6883
H  -4.5686  4.0249  1.7486
H  -3.2748  4.7107  2.7595
H  -3.7484  0.2354  3.5938
H  -3.0464  -0.9804  4.6879
H  -2.9265  -1.2015  2.9326
H  -2.3256  1.9957  4.8713
H  -0.5729  1.7395  4.9737
H  -1.6757  0.6672  5.8605
H  -0.5011  -1.3741  2.9294
H  -0.3495  -1.1740  4.6801
H  0.5217  -0.0747  3.5854

4.
C44H51NO5PS2SiZn | ωB97M-V/def2-TZVPD

Summary:
**Kohn-Sham gap**: 7.39 eV
**Net charge**: -1
**ΔE to the lowest compared entry with this formula, charge and spin**: 13.0 kcal/mol

Cartesian coordinates (Å):
Zn  -0.2923  -0.9518  0.6063
O  3.0102  -0.1907  0.5794
C  2.1884  0.6042  0.1443
O  1.0265  0.3014  -0.3190
C  2.5291  2.0952  0.1055
C  3.8530  2.4611  -0.1196
C  4.2098  3.7868  -0.2714
C  3.2454  4.7744  -0.1709
C  1.9322  4.4354  0.0896
C  1.5443  3.1023  0.2334
P  -0.2545  2.7131  0.4357
C  -0.6581  3.4080  -1.2319
C  -0.5412  2.5599  -2.3352
C  -0.7114  3.0498  -3.6204
C  -1.0127  4.3892  -3.8259
C  -1.1684  5.2290  -2.7341
C  -0.9908  4.7444  -1.4457
C  -0.7573  4.0872  1.5680
C  0.0830  4.4962  2.6048
C  -0.3811  5.3183  3.6201
C  -1.7011  5.7434  3.6246
C  -2.5551  5.3264  2.6141
C  -2.0938  4.4894  1.6123
H  4.5928  1.6753  -0.2052
H  5.2388  4.0523  -0.4807
H  3.5106  5.8151  -0.3138
H  1.1842  5.2137  0.1664
H  -0.3096  1.5149  -2.1712
H  -0.6099  2.3832  -4.4677
H  -1.1229  4.7788  -4.8302
H  -1.4187  6.2729  -2.8807
H  -1.1053  5.4119  -0.6022
H  1.1124  4.1602  2.6148
H  0.2864  5.6174  4.4190
H  -2.0634  6.3960  4.4090
H  -3.5927  5.6381  2.6229
H  -2.7755  4.1459  0.8407
S  -4.5603  -1.9639  -1.2754
C  -4.4493  -0.3075  -1.7243
C  -3.4086  0.2731  -1.0794
N  -2.6938  -0.5559  -0.2570
C  -3.1832  -1.7576  -0.2657
H  -5.1408  0.1251  -2.4261
H  -3.1181  1.3062  -1.1809
H  -2.8213  -2.5724  0.3392
C  -3.3188  0.4812  5.2229
C  -3.5501  0.3283  3.8431
C  -2.5292  -0.0331  3.0081
C  -1.2150  -0.2564  3.4857
C  -0.1463  -0.6286  2.6090
C  1.1137  -0.6975  3.1642
C  1.3499  -0.5148  4.5437
C  0.3191  -0.2425  5.3948
C  -0.9856  -0.0691  4.8804
C  -2.0636  0.2865  5.7254
H  -4.1355  0.7456  5.8841
H  -4.5462  0.5044  3.4534
H  -2.7033  -0.1355  1.9481
H  1.9747  -0.8913  2.5331
H  2.3597  -0.6099  4.9278
H  0.4775  -0.1434  6.4636
H  -1.8701  0.4111  6.7858
C  -3.1702  -5.6294  -0.7192
C  -2.3842  -6.0096  0.5371
C  -1.9047  -7.4611  0.4200
C  -3.2732  -5.8674  1.7726
O  -1.2729  -5.1447  0.7352
Si  -0.0628  -4.6450  -0.2658
S  -0.4067  -2.7418  -1.0524
O  -0.0553  -5.7290  -1.5024
C  0.8461  -5.9573  -2.5797
C  1.9193  -4.8758  -2.6971
C  0.0169  -5.9988  -3.8641
C  1.5065  -7.3154  -2.3271
O  1.3640  -4.7801  0.5135
C  1.7644  -5.0973  1.8391
C  3.2711  -4.8454  1.8884
C  1.4768  -6.5721  2.1304
C  1.0440  -4.2072  2.8429
H  -4.0146  -6.3077  -0.8502
H  -2.5182  -5.6865  -1.5892
H  -3.5446  -4.6092  -0.6379
H  -2.7498  -8.1286  0.2437
H  -1.4024  -7.7621  1.3399
H  -1.2032  -7.5350  -0.4081
H  -4.1489  -6.5117  1.6790
H  -3.5993  -4.8329  1.8888
H  -2.7150  -6.1566  2.6639
H  1.4588  -3.9153  -2.9222
H  2.6249  -5.1375  -3.4872
H  2.4519  -4.7748  -1.7520
H  -0.3758  -5.0033  -4.0736
H  -0.8221  -6.6865  -3.7465
H  0.6305  -6.3263  -4.7048
H  2.0902  -7.2603  -1.4072
H  2.1651  -7.5891  -3.1526
H  0.7406  -8.0846  -2.2143
H  3.7753  -5.5082  1.1829
H  3.6584  -5.0263  2.8918
H  3.4736  -3.8139  1.6000
H  1.8819  -7.1922  1.3285
H  0.4018  -6.7379  2.1891
H  1.9382  -6.8602  3.0763
H  1.2944  -3.1692  2.6458
H  1.3349  -4.4573  3.8643
H  -0.0354  -4.3213  2.7379